No. 1
Entry from OMol25: a molecular structure, C17H26N6RhS in a non-equilibrium geometry (ωB97M-V with the def2-TZVPD basis set).

Calculated values
- Molecular weight: 449.4 g mol⁻¹
- Kohn-Sham gap (alpha / beta): 6.490 / 6.360 eV
- HOMO (alpha / beta): -17.80 / -17.78 eV
- Calculated total energy: -40809.592 eV
- Spin multiplicity: 1
- Charge: +3

Geometry as XYZ:
```
51
Properties=species:S:1:pos:R:3:lowdin_charge:R:1
Rh -0.4020 0.6824 -0.0075 0.865
C 2.5257 0.4210 0.1312 -0.137
C 1.9512 -0.5440 1.1177 -0.166
N 0.7832 0.1099 1.7673 -0.125
C 0.0477 -0.8052 2.6598 -0.093
C -0.9399 -1.5848 1.8452 -0.218
C -1.6670 -2.6466 2.3372 0.040
C -2.5542 -3.2970 1.4917 0.036
C -2.6716 -2.9017 0.1660 0.041
C -1.9218 -1.8349 -0.2768 -0.219
C -1.9597 -1.3185 -1.6805 -0.086
N -0.8754 -0.3275 -1.8579 -0.126
C 0.4340 -0.9493 -2.1907 -0.159
C 1.4654 0.1346 -2.1944 -0.135
N 1.5215 0.8580 -0.8874 -0.106
N -1.0898 -1.1879 0.5670 0.021
H 3.4177 0.0190 -0.3506 0.149
H 2.8250 1.3184 0.6754 0.143
H 2.7114 -0.8052 1.8575 0.153
H 1.6170 -1.4727 0.6538 0.127
H 1.0974 0.9205 2.2969 0.146
H -0.4556 -0.2346 3.4400 0.153
H 0.7412 -1.4893 3.1546 0.152
H -1.5412 -2.9636 3.3644 0.146
H -3.1511 -4.1197 1.8645 0.144
H -3.3360 -3.4195 -0.5136 0.147
H -2.9203 -0.8521 -1.8989 0.153
H -1.8304 -2.1434 -2.3849 0.153
H -1.1335 0.3520 -2.5721 0.141
H 0.4010 -1.4280 -3.1721 0.154
H 0.6438 -1.7270 -1.4563 0.127
H 1.1810 0.8731 -2.9461 0.144
H 2.4467 -0.2515 -2.4723 0.150
H 1.7516 1.8233 -1.1115 0.143
C -4.6066 6.1095 1.9908 0.029
C -3.2955 5.7637 1.3756 -0.202
C -2.2535 6.6398 1.1842 0.079
C -1.0676 6.1870 0.6148 -0.233
N -0.9200 4.8847 0.2627 0.128
C -1.9238 4.0833 0.4259 -0.681
S -1.8371 2.4240 -0.1941 0.706
N -3.0985 4.4820 0.9730 0.136
C 0.0865 7.0865 0.3614 0.011
H -4.6708 7.1756 2.1868 0.107
H -4.7292 5.5761 2.9363 0.115
H -5.4323 5.8233 1.3362 0.113
H -2.3711 7.6769 1.4635 0.148
H -3.8691 3.8253 1.0441 0.169
H -0.1455 8.1228 0.5888 0.099
H 0.3973 6.9988 -0.6808 0.108
H 0.9370 6.7670 0.9679 0.109
```


No. 2
Entry from OMol25: a single C6H8BrN molecule in a non-equilibrium geometry (ωB97M-V with the def2-TZVPD basis set).

Calculated values
- Molecular weight: 174.0 g mol⁻¹
- Kohn-Sham gap (alpha / beta): 7.908 / 7.568 eV
- HOMO (alpha / beta): -8.22 / -7.78 eV
- Calculated total energy: -77880.674 eV
- Spin multiplicity: 1
- Relative energy (zero: lowest compared OMol25 entry of this formula, charge and spin): 55.38 kcal per mole
- SMILES string: C[C@H]1C=C(Br)N=CC1
- Charge: 0

Geometry as XYZ:
```
16
Properties=species:S:1:pos:R:3:lowdin_charge:R:1
C 0.7450 0.4543 -1.5471 0.026
C 1.8480 -1.4426 0.1708 -0.162
C 2.0148 -0.5837 -1.8916 -0.711
C 0.8956 -0.4746 0.7656 -0.147
C -0.0148 -0.1228 -0.4306 -0.458
C -1.1873 0.7541 0.0679 -0.087
N 2.3377 -1.5003 -0.9999 -0.006
Br 3.1322 -0.2956 -3.4024 0.671
H 0.3767 1.1361 -2.2586 0.066
H 2.0052 -2.3063 0.8107 0.110
H 0.3633 -0.9844 1.6071 0.127
H 1.3309 0.5352 1.1064 0.157
H -0.3396 -1.0499 -0.9795 0.157
H -1.5119 0.3131 1.0371 0.069
H -2.1718 0.8981 -0.6337 0.127
H -0.9317 1.7824 0.3000 0.061
```


No. 3
Entry from OMol25: a molecular structure, CH2BCl2CuF4 (ωB97M-V with the def2-TZVPD basis set).

Calculated values
- Molecular weight: 235.3 g mol⁻¹
- Kohn-Sham gap: 10.611 eV
- HOMO: -11.19 eV
- Calculated total energy: -82305.915 eV
- Spin multiplicity: 1
- Charge: 0

Geometry as XYZ:
```
11
Properties=species:S:1:pos:R:3:lowdin_charge:R:1
Cu -0.0537 0.7987 0.1668 0.379
Cl -0.2627 0.8789 2.3210 0.656
C -0.0954 2.6345 2.7611 -0.912
Cl 1.3745 3.3242 2.1541 0.605
H -0.1101 2.6384 3.8434 0.039
H -0.9512 3.1378 2.3314 0.044
F 0.0804 0.6718 -1.6715 -0.091
B -0.1860 1.6654 -2.8350 -1.170
F 0.9120 2.4925 -2.8377 0.149
F -0.3041 0.8608 -3.9339 0.166
F -1.3526 2.3032 -2.4620 0.135
```


No. 4
Entry from OMol25: a molecular structure, C6H10N2O2 in a non-equilibrium geometry (ωB97M-V with the def2-TZVPD basis set).

Calculated values
- Molecular weight: 142.2 g mol⁻¹
- Kohn-Sham gap: 10.632 eV
- HOMO: -9.88 eV
- Calculated total energy: -13457.378 eV
- Spin multiplicity: 1
- Relative energy (zero: lowest compared OMol25 entry of this formula, charge and spin): 59.11 kcal per mole
- Charge: 0

Geometry as XYZ:
```
20
Properties=species:S:1:pos:R:3:lowdin_charge:R:1
C 3.1855 -0.3034 0.0643 -0.082
C 2.0115 0.6450 0.1680 -0.205
C 0.0722 -0.8042 -0.5554 -0.395
C -2.4251 -0.2007 -0.6782 -0.145
C -2.6574 -0.1984 0.8812 -0.070
C -0.2558 1.0682 -0.5849 -0.502
H 3.7885 -0.2119 -0.9535 0.110
H 2.5124 -1.2917 0.0611 0.107
H 3.8822 -0.1540 0.9554 0.090
H 1.5557 0.5648 1.1336 0.120
H 2.2257 1.6788 -0.0674 0.123
H -2.9325 0.5379 -1.3285 0.130
H -2.5527 -1.2346 -1.0069 0.114
H -1.7283 -0.7051 1.3250 0.085
H -2.4798 0.9441 1.1680 0.106
H -3.6184 -0.7417 1.1830 0.089
N 0.8553 0.2649 -0.6600 0.060
N -0.9933 0.0286 -0.8504 0.027
O 0.0978 -2.0052 -0.1659 0.082
O -0.5432 2.1185 -0.0885 0.156
```


No. 5
Entry from OMol25: 10 unconnected molecules or ions with the total composition H20O10 in a non-equilibrium geometry (ωB97M-V with the def2-TZVPD basis set).

Calculated values
- Molecular weight: 180.2 g mol⁻¹
- Kohn-Sham gap: 9.898 eV
- HOMO: -10.19 eV
- Calculated total energy: -20799.706 eV
- Spin multiplicity: 1
- Relative energy (zero: lowest compared OMol25 entry of this formula, charge and spin): 67.02 kcal per mole
- SMILES string: O.O.O.O.O.O.O.O.O.O
- Charge: 0

Geometry as XYZ:
```
30
Properties=species:S:1:pos:R:3:lowdin_charge:R:1
O -28.4590 -2.3420 -17.9390 -0.032
H -28.2160 -1.3930 -18.0750 0.091
H -28.5990 -2.3970 -17.0150 0.034
O -24.4350 -6.7000 -16.5780 -0.043
H -24.9380 -5.9730 -16.9720 0.028
H -23.5340 -6.6070 -16.9010 0.076
O -26.3370 -8.0200 -15.1960 -0.089
H -25.5980 -7.5940 -15.6560 -0.033
H -26.9330 -7.3110 -14.8590 0.044
O -25.6750 -3.3020 -15.4090 -0.028
H -26.0840 -2.7350 -14.7560 0.056
H -26.3240 -3.9900 -15.5370 0.025
O -27.2510 -7.3460 -18.9180 -0.014
H -26.4490 -7.6760 -19.2270 -0.023
H -27.7720 -8.0560 -18.5590 0.078
O -26.5740 -2.5030 -19.8690 -0.020
H -26.6120 -1.9460 -20.6570 0.082
H -27.3550 -2.3670 -19.3800 -0.031
O -24.3440 -2.9130 -17.7520 -0.063
H -24.8990 -2.9900 -16.9750 -0.043
H -25.0420 -2.6150 -18.3260 -0.019
O -24.6580 -7.6580 -19.3020 -0.021
H -23.9940 -7.0190 -19.0990 0.042
H -24.8890 -8.0000 -18.4400 0.032
O -26.5170 -5.1790 -20.7150 -0.048
H -26.6080 -4.3670 -20.2600 -0.050
H -26.8880 -5.8520 -20.1280 -0.011
O -26.5870 -5.0850 -17.6300 -0.003
H -27.3420 -4.5850 -17.8030 0.010
H -26.7990 -5.9600 -17.8440 -0.026
```


No. 6
Entry from OMol25: a single C3H8BrN molecule in a non-equilibrium geometry (ωB97M-V with the def2-TZVPD basis set).

Calculated values
- Molecular weight: 138.0 g mol⁻¹
- Kohn-Sham gap: 9.786 eV
- HOMO: -9.02 eV
- Calculated total energy: -74770.181 eV
- Spin multiplicity: 1
- Relative energy (zero: lowest compared OMol25 entry of this formula, charge and spin): 48.71 kcal per mole
- SMILES string: CCN(C)Br
- Charge: 0

Geometry as XYZ:
```
13
Properties=species:S:1:pos:R:3:lowdin_charge:R:1
C -1.8026 -0.3748 0.4450 -0.132
C 2.0374 0.2041 -0.5869 -0.007
C -0.3155 -0.4259 0.3091 -0.457
N 0.2275 0.4139 -0.7555 -0.519
Br -0.0275 2.2799 -0.4534 0.581
H -2.2870 -0.5394 -0.4377 0.040
H -2.2562 -1.0337 1.1057 0.043
H -2.0434 0.6534 1.0202 0.109
H 2.0049 -0.5810 -1.3721 0.072
H 2.5007 1.1007 -0.9912 0.030
H 2.0556 0.0477 0.4445 0.023
H -0.0183 -0.3920 1.3905 0.125
H -0.0756 -1.3528 -0.1183 0.093
```


No. 7
Entry from OMol25: a single CHCl2NOS molecule in a non-equilibrium geometry (ωB97M-V with the def2-TZVPD basis set).

Calculated values
- Molecular weight: 146.0 g mol⁻¹
- Kohn-Sham gap: 8.947 eV
- HOMO: -8.99 eV
- Calculated total energy: -40469.300 eV
- Spin multiplicity: 1
- Relative energy (zero: lowest compared OMol25 entry of this formula, charge and spin): 34.08 kcal per mole
- SMILES string: O=C(Cl)NSCl
- Charge: 0

Geometry as XYZ:
```
7
Properties=species:S:1:pos:R:3:lowdin_charge:R:1
C -0.8438 -0.5488 -0.1137 -0.762
N 0.1685 0.9186 0.0625 -0.409
O -0.4061 -1.6408 -0.0354 0.005
S 1.6165 0.4019 0.7700 0.376
Cl -2.5765 -0.2136 -0.5703 0.577
Cl 2.4628 -0.3980 -0.8123 0.169
H -0.4215 1.4808 0.6992 0.043
```


No. 8
Entry from OMol25: a molecular structure, C2LiO4Tl in a non-equilibrium geometry (ωB97M-V with the def2-TZVPD basis set).

Calculated values
- Molecular weight: 299.3 g mol⁻¹
- Kohn-Sham gap (alpha / beta): 9.858 / 6.005 eV
- HOMO (alpha / beta): -14.61 / -14.56 eV
- Calculated total energy: -15153.549 eV
- Expectation value of S²: 0.755
- Spin multiplicity: 2
- Relative energy (zero: lowest compared OMol25 entry of this formula, charge and spin): 64.74 kcal per mole
- Charge: +1

Geometry as XYZ:
```
8
Properties=species:S:1:pos:R:3:mulliken_spin:R:1
O -0.3735 1.2600 0.1986 0.114
C 0.6278 0.4597 0.2043 0.007
O 1.2621 0.2952 1.2606 0.019
Li -0.3599 -0.1622 2.2922 -0.003
Tl -1.1696 1.3264 -1.6720 0.723
O 0.1007 -1.8338 0.0599 0.027
O -0.3638 -0.5128 -1.6973 0.122
C 0.2762 -0.8325 -0.6463 -0.009
```


No. 9
Entry from OMol25: a single C5H5NO2 molecule in a non-equilibrium geometry (ωB97M-V with the def2-TZVPD basis set).

Calculated values
- Molecular weight: 111.1 g mol⁻¹
- Kohn-Sham gap: 10.238 eV
- HOMO: -10.23 eV
- Calculated total energy: -10847.369 eV
- Spin multiplicity: 1
- Relative energy (zero: lowest compared OMol25 entry of this formula, charge and spin): 91.00 kcal per mole
- SMILES string: C=C[C@](O)(C#N)C=O
- Charge: 0

Geometry as XYZ:
```
13
Properties=species:S:1:pos:R:3:lowdin_charge:R:1
C 0.0733 0.3821 0.1247 -0.478
C -1.1278 0.9032 -0.4982 -0.111
C -1.9801 -0.0784 -0.9370 0.053
C -0.3781 -0.7425 1.1281 -0.163
C 1.2003 -0.1409 -0.6740 -0.093
H 1.2922 1.3349 1.3936 0.130
H -1.3032 2.0298 -0.6667 0.154
H -2.8785 0.0293 -1.5800 0.072
H -1.6463 -1.1786 -0.7855 0.096
H -0.6566 -0.3701 2.1533 0.163
N 2.3378 -0.3821 -1.0125 0.175
O 0.4770 1.6600 0.8745 -0.063
O -0.2143 -1.7989 0.5894 0.063
```


No. 10
Entry from OMol25: a single C4H7NO molecule (ωB97M-V with the def2-TZVPD basis set).

Calculated values
- Molecular weight: 85.1 g mol⁻¹
- Kohn-Sham gap: 10.617 eV
- HOMO: -9.61 eV
- Calculated total energy: -7798.602 eV
- Spin multiplicity: 1
- Relative energy (zero: lowest compared OMol25 entry of this formula, charge and spin): 24.03 kcal per mole
- SMILES string: C[C@H]1CN=CO1
- Charge: 0

Geometry as XYZ:
```
13
Properties=species:S:1:pos:R:3:lowdin_charge:R:1
C -0.8973 0.6391 -1.1127 -0.039
C 0.4218 0.3725 -0.3914 -0.326
C 0.3233 0.4319 1.1430 -0.171
N 0.1001 -0.9648 1.5418 0.067
C 0.4414 -1.6485 0.5319 -0.240
O 0.8010 -1.0178 -0.6085 -0.038
H -0.9711 -0.0274 -1.9755 0.083
H -1.7574 0.4502 -0.4608 0.083
H -0.9617 1.6717 -1.4680 0.080
H 1.2337 0.9757 -0.8033 0.140
H 1.2590 0.7677 1.6056 0.115
H -0.4797 1.0823 1.5025 0.113
H 0.4868 -2.7326 0.4952 0.133
```


No. 11
Entry from OMol25: a molecular structure, C31H28As2NOPtS (ωB97M-V with the def2-TZVPD basis set).

Calculated values
- Molecular weight: 807.6 g mol⁻¹
- Kohn-Sham gap (alpha / beta): 7.840 / 6.816 eV
- HOMO (alpha / beta): -10.04 / -11.04 eV
- Calculated total energy: -171890.897 eV
- Expectation value of S²: 2.010
- Spin multiplicity: 3
- Charge: +1

Geometry as XYZ:
```
65
Properties=species:S:1:pos:R:3:mulliken_spin:R:1
Pt 0.6207 0.9772 0.9947 1.141
C -0.4520 -1.4277 -1.3975 -0.005
C -0.1573 -2.2453 -0.1498 0.004
As 1.2828 -1.3757 0.8429 0.106
C 1.7913 -2.7276 2.1153 0.020
C 0.8100 -3.4971 2.7317 0.008
C 1.1842 -4.5444 3.5624 -0.003
C 2.5286 -4.8115 3.7812 0.006
C 3.5032 -4.0255 3.1819 -0.002
C 3.1380 -2.9782 2.3476 -0.005
C 2.7136 -1.4894 -0.4550 -0.034
C 2.9468 -2.6871 -1.1286 -0.002
C 3.9627 -2.7683 -2.0677 0.001
C 4.7584 -1.6586 -2.3286 0.000
C 4.5368 -0.4694 -1.6514 0.003
C 3.5127 -0.3831 -0.7152 0.026
As -0.9755 0.3968 -0.8979 0.180
C -2.6251 0.0163 0.0441 -0.004
C -2.8791 0.5993 1.2802 0.028
C -4.0700 0.3208 1.9448 0.002
C -4.9999 -0.5369 1.3789 0.001
C -4.7463 -1.1223 0.1425 0.002
C -3.5654 -0.8427 -0.5264 -0.005
C -1.6313 1.0764 -2.5837 0.038
C -2.8100 1.8134 -2.6151 0.013
C -3.3365 2.2087 -3.8368 -0.006
C -2.6843 1.8771 -5.0169 0.014
C -1.4945 1.1628 -4.9798 -0.007
C -0.9595 0.7656 -3.7619 0.010
H -1.2667 -1.8484 -1.9824 0.002
H 0.4280 -1.3732 -2.0377 -0.002
H 0.1626 -3.2585 -0.3814 0.005
H -1.0373 -2.3054 0.4887 -0.006
H -0.2409 -3.2881 2.5747 0.001
H 0.4239 -5.1503 4.0376 0.000
H 2.8177 -5.6340 4.4229 0.000
H 4.5511 -4.2273 3.3604 0.000
H 3.8994 -2.3713 1.8757 -0.002
H 2.3455 -3.5627 -0.9166 -0.001
H 4.1366 -3.6980 -2.5948 0.000
H 5.5569 -1.7269 -3.0565 0.000
H 5.1586 0.3944 -1.8500 0.000
H 3.3461 0.5440 -0.1844 -0.007
H -2.1543 1.2677 1.7322 0.016
H -4.2662 0.7755 2.9074 0.001
H -5.9276 -0.7483 1.8954 0.000
H -5.4704 -1.7945 -0.3005 0.001
H -3.3883 -1.2857 -1.4988 -0.001
H -3.3240 2.0662 -1.6969 -0.001
H -4.2599 2.7725 -3.8657 0.000
H -3.1029 2.1791 -5.9686 0.001
H -0.9808 0.9124 -5.8990 0.000
H -0.0236 0.2207 -3.7412 0.003
O -0.2544 2.4148 2.2657 0.131
N -0.0136 3.7165 2.0504 0.000
C -0.7803 4.6034 2.7270 -0.011
C -0.5739 5.9438 2.5844 0.011
C 0.4416 6.3852 1.7289 -0.014
C 1.1980 5.4665 1.0481 -0.002
C 0.9610 4.0962 1.2074 -0.009
S 1.8465 2.8871 0.3595 0.351
H -1.5263 4.1572 3.3664 0.001
H -1.1992 6.6341 3.1318 0.000
H 0.6275 7.4435 1.6018 -0.001
H 1.9865 5.7680 0.3722 0.000
```


No. 12
Entry from OMol25: a molecular structure, C20H26N3O3 in a non-equilibrium geometry (ωB97M-V with the def2-TZVPD basis set).

Calculated values
- Molecular weight: 356.4 g mol⁻¹
- Kohn-Sham gap: 8.701 eV
- HOMO: -11.74 eV
- Calculated total energy: -31750.928 eV
- Spin multiplicity: 1
- Relative energy (zero: lowest compared OMol25 entry of this formula, charge and spin): 410.94 kcal per mole
- Charge: +1

Geometry as XYZ:
```
52
Properties=species:S:1:pos:R:3:lowdin_charge:R:1
C 3.4103 3.4630 3.0216 -0.001
C 2.3101 2.4075 2.7256 -0.502
O 1.3388 2.3342 3.2824 0.167
C 2.6579 1.4376 1.7590 -0.168
C 2.0117 0.3579 1.9455 -0.056
C 2.2508 -0.7911 1.1198 -0.027
C 2.9261 -0.5749 0.0517 -0.149
C 3.6227 0.7767 -0.4081 0.083
C 3.5405 1.7390 0.5979 0.044
H 3.8996 2.6226 0.4857 0.035
H 4.3293 0.7777 -1.2921 0.136
O 3.1878 -1.3339 -1.2942 -0.091
C 1.9510 -2.2763 -1.3428 -0.202
C 0.6972 -1.9602 -1.4432 -0.493
O -0.0953 -2.0781 -0.3050 -0.095
H -0.1497 -3.1930 -0.0069 0.285
C -0.2816 -2.2883 -2.5656 -0.233
N -1.4497 -1.7180 -2.7245 -0.209
C -1.5107 -0.3367 -3.2124 0.032
C -1.5757 0.4377 -1.6746 -0.170
N -2.0272 -0.2619 -0.6703 -0.162
H -1.1369 -1.1255 -0.2831 0.208
C -2.2648 0.3439 0.5436 -0.363
N -3.5302 0.6645 0.8469 0.142
C -3.7754 1.6362 1.5307 -0.160
C -2.9943 1.9214 2.6276 -0.128
C -1.7660 1.6727 2.5926 0.053
C -1.2222 0.7221 1.2815 0.156
H -0.2677 0.4403 1.3677 0.032
H -0.9027 1.8516 3.2285 0.091
H -3.1657 2.5529 3.4339 0.110
H -4.9398 1.9169 1.8231 0.180
C -3.1644 -1.2568 -1.1323 -0.092
C -2.6722 -2.1256 -2.0707 -0.240
H -3.4057 -2.3890 -2.8166 0.125
H -2.2312 -3.2987 -1.7478 0.206
H -3.9435 -0.4531 -1.6774 0.197
H -3.6033 -1.9326 -0.0882 0.233
H -2.3283 1.3006 -1.8521 0.160
H -0.5082 0.9145 -1.4046 0.172
H -2.5166 -0.2192 -3.5710 0.122
H -0.5007 -0.1163 -3.4303 0.110
H -0.2397 -3.3550 -2.5564 0.135
H 0.3916 -1.9933 -3.4283 0.163
H 0.8635 -0.7175 -1.4310 0.216
H 2.1930 -2.9760 -2.3431 0.202
H 2.0423 -3.1779 -0.4889 0.196
H 1.6334 -1.7996 1.2257 0.162
H 1.6515 -0.0078 2.7474 0.079
H 3.3710 4.0934 3.9718 0.099
H 3.4248 4.2378 2.0789 0.135
H 4.4646 3.1337 2.9725 0.076
```